Molecular formula: C3H4N4O
Method: DFT, the ωB97M-V functional and the def2-TZVPD basis

Highest occupied orbital energy: -9.22 eV
Molecular weight: 112.092 g/mol
LUMO level: -0.8 eV
Energy relative to the best compared isomer or geometry (same formula, charge and spin): 623.69 kJ/mol
Electronic energy: -410.76573 a.u.

Geometry as ORCA input:
```
! wB97M-V def2-TZVPD RIJCOSX def2/J DEFGRID3
* xyz 0 1
C 0.59 -0.65 0.02
C -0.64 -1.23 -0.26
C -1.06 1.01 -0.46
H 2.27 0.77 0.37
H -0.94 -2.26 0.02
H -2.83 -0.23 -0.30
H 0.69 1.38 0.89
N 2.75 -0.26 0.76
N 1.91 -1.16 0.37
N -1.54 -0.32 -0.79
N 0.35 0.74 -0.29
O -1.54 2.21 -0.32
*
```

Atomic partial charges in e from the natural (NBO) method, atoms 1 to 2:
1. C 0.146
2. C -0.027


Molecular formula: CH2NO2S3
Method: DFT, the ωB97M-V functional and the def2-TZVPD basis

Highest occupied orbital energy: -4.73 eV
Molecular weight: 156.233 g/mol
LUMO level: 2.9 eV
Energy relative to the best compared isomer or geometry (same formula, charge and spin): 340.75 kJ/mol
Electronic energy: -1439.04029 a.u.

Geometry as ORCA input:
```
! wB97M-V def2-TZVPD RIJCOSX def2/J DEFGRID3
* xyz -1 1
C 0.42 0.29 -0.29
N -1.19 1.26 0.09
O -2.43 -0.51 -1.25
O -3.66 0.96 0.34
S 0.64 -1.34 -0.26
S 1.43 1.66 -0.37
S -2.44 0.27 -0.02
H 2.70 1.23 -0.11
H -2.41 -0.93 0.95
*
```

Atomic partial charges in e from the natural (NBO) method, atoms 1 to 2:
1. C -0.231
2. N -0.944


Molecular formula: C4H15NO3
Method: DFT, the ωB97M-V functional and the def2-TZVPD basis

Highest occupied orbital energy (alpha / beta): 0.52 / -5.65 eV
Molecular weight: 125.168 g/mol
LUMO level (alpha / beta): 3.5 / 3.4 eV
Energy relative to the best compared isomer or geometry (same formula, charge and spin): 119.74 kJ/mol
Electronic energy: -441.80214 a.u.

Geometry as ORCA input:
```
! wB97M-V def2-TZVPD RIJCOSX def2/J DEFGRID3
* xyz -1 2
C -1.33 1.13 1.08
C 0.05 0.92 1.71
C 1.14 0.77 0.65
C 1.57 -0.46 0.36
N -1.91 0.09 0.23
H -1.26 2.07 0.52
H -2.04 1.35 1.88
H 0.10 0.03 2.33
H 0.26 1.84 2.27
H 1.13 1.57 -0.08
H 1.27 -1.30 0.97
H 2.30 -0.68 -0.41
H -1.26 -0.05 -0.54
H -2.00 -0.74 0.77
H 2.51 1.23 -1.75
H 1.16 1.71 -2.26
O 2.08 2.01 -2.14
H -0.35 -3.22 0.22
H -1.53 -2.69 1.17
O -1.15 -2.67 0.27
H -0.81 -1.50 -2.18
H 0.50 -0.77 -2.66
O -0.43 -0.64 -2.43
*
```

Atomic partial charges in e from the natural (NBO) method, atoms 1 to 2:
1. C -0.210
2. C -0.460


Molecular formula: C18H36NaO18
Method: DFT, the ωB97M-V functional and the def2-TZVPD basis

Highest occupied orbital energy: -12.44 eV
Molecular weight: 563.458 g/mol
LUMO level: -4.5 eV
Energy relative to the best compared isomer or geometry (same formula, charge and spin): 564.29 kJ/mol
Electronic energy: -2223.78024 a.u.

Geometry as ORCA input:
```
! wB97M-V def2-TZVPD RIJCOSX def2/J DEFGRID3
* xyz 1 1
Na -0.49 -0.65 0.44
C -0.80 3.97 6.12
O 0.67 3.91 6.00
C 1.26 3.36 5.07
O 0.78 2.56 4.25
O 2.47 3.92 5.00
C 3.46 3.55 4.15
H -1.32 3.04 5.88
H -1.06 4.89 5.59
H -0.96 4.25 7.16
H 3.54 4.23 3.31
H 3.42 2.53 3.75
H 4.39 3.61 4.72
C 0.55 -2.40 -7.08
O -0.80 -2.60 -7.25
C -1.58 -2.78 -6.24
O -1.27 -2.83 -5.09
O -2.82 -3.07 -6.77
C -3.07 -3.35 -8.14
H 0.78 -1.37 -6.82
H 1.00 -2.59 -8.06
H 0.97 -3.17 -6.43
H -2.69 -2.55 -8.78
H -4.15 -3.27 -8.27
H -2.66 -4.31 -8.48
C 4.98 5.31 -3.70
O 4.34 4.18 -3.06
C 4.90 3.09 -2.55
O 4.26 2.33 -1.87
O 6.18 2.97 -2.97
C 7.15 1.97 -2.61
H 4.17 6.04 -3.78
H 5.45 5.21 -4.68
H 5.72 5.74 -3.03
H 8.01 2.05 -3.27
H 6.67 0.99 -2.68
H 7.31 2.07 -1.54
C 4.69 -4.94 0.16
O 5.26 -4.26 1.26
C 4.47 -3.77 2.20
O 3.25 -3.90 2.23
O 5.26 -3.33 3.21
C 4.77 -3.07 4.56
H 5.44 -5.67 -0.14
H 4.51 -4.28 -0.69
H 3.74 -5.41 0.41
H 4.03 -2.27 4.50
H 5.52 -2.64 5.22
H 4.36 -3.99 4.99
C -4.86 -4.81 4.23
O -5.94 -5.05 3.31
C -5.95 -4.32 2.17
O -5.12 -3.42 1.83
O -6.74 -4.99 1.33
C -6.88 -4.59 -0.02
H -3.89 -5.10 3.82
H -5.04 -5.52 5.03
H -4.80 -3.83 4.70
H -5.99 -4.54 -0.65
H -7.42 -3.64 -0.12
H -7.51 -5.35 -0.47
C -2.69 5.69 0.25
O -3.97 5.50 0.84
C -4.36 4.23 0.74
O -3.84 3.25 0.11
O -5.62 4.32 1.22
C -6.46 3.16 1.28
H -1.96 5.42 1.02
H -2.36 6.65 -0.13
H -2.57 5.02 -0.60
H -6.78 2.78 0.31
H -7.36 3.48 1.82
H -5.94 2.34 1.79
*
```

Atomic partial charges in e from the Löwdin method, atoms 1 to 2:
1. Na 0.966
2. C 0.047


Molecular formula: C15H26FN3O3PS
Method: DFT, the ωB97M-V functional and the def2-TZVPD basis

Highest occupied orbital energy: -11.81 eV
Molecular weight: 378.430 g/mol
LUMO level: -2.6 eV
Electronic energy: -1816.33529 a.u.

Geometry as ORCA input:
```
! wB97M-V def2-TZVPD RIJCOSX def2/J DEFGRID3
* xyz 1 1
C 0.96 2.04 0.49
C -0.21 1.09 0.85
O 0.35 0.05 1.63
C -0.55 -1.03 1.90
C 0.33 -2.23 2.36
O 0.54 -3.20 1.33
C 1.79 -3.09 0.72
C 2.72 -4.09 0.91
C 3.96 -4.02 0.34
C 4.35 -2.94 -0.43
C 3.41 -1.95 -0.63
C 2.16 -2.03 -0.07
C -1.47 -1.43 0.74
C -2.66 -2.25 1.34
C -2.73 -3.59 0.60
F -2.99 -3.37 -0.75
N -2.09 -0.23 0.06
C -0.93 0.61 -0.41
P -1.62 1.96 -1.48
S -3.14 1.40 -2.56
H 1.13 2.80 1.25
H 0.84 2.51 -0.49
H 1.86 1.40 0.42
H -0.93 1.68 1.46
H -1.17 -0.74 2.77
H -0.13 -2.70 3.24
H 1.29 -1.82 2.68
H 2.49 -4.98 1.50
H 4.69 -4.82 0.49
H 5.35 -2.87 -0.85
H 3.66 -1.07 -1.23
H 1.47 -1.21 -0.30
H -0.99 -2.01 -0.05
H -2.53 -2.42 2.42
H -3.61 -1.70 1.24
H -3.51 -4.24 1.00
H -1.76 -4.09 0.75
H -2.70 0.30 0.70
H -2.63 -0.61 -0.73
H -0.30 -0.07 -1.00
H -0.57 2.31 -2.36
H -1.87 3.06 -0.64
C -0.12 5.97 -1.97
O 0.25 5.42 -0.95
N -0.91 5.33 -2.88
N 0.21 7.25 -2.29
H -1.25 5.73 -3.74
H -1.15 4.39 -2.65
H 0.79 7.75 -1.63
H -0.09 7.72 -3.12
*
```

Atomic partial charges in e from the natural (NBO) method, atoms 1 to 2:
1. C -0.629
2. C 0.077


Molecular formula: C6H11P
Method: DFT, the ωB97M-V functional and the def2-TZVPD basis

Highest occupied orbital energy: -8.33 eV
Molecular weight: 114.128 g/mol
LUMO level: 1.1 eV
SMILES string: C=C(C)[C@H]1CP1C
Energy relative to the best compared isomer or geometry (same formula, charge and spin): 124.15 kJ/mol
Electronic energy: -576.47033 a.u.

Geometry as ORCA input:
```
! wB97M-V def2-TZVPD RIJCOSX def2/J DEFGRID3
* xyz 0 1
C 1.20 1.78 -0.76
C 0.11 1.04 -1.01
C 1.19 -1.18 -0.14
C 0.03 -0.25 -0.25
C -0.99 1.54 -1.92
C -0.03 -1.88 2.28
P 0.87 -0.41 1.52
H 1.60 2.62 -1.22
H 1.93 1.54 0.00
H 0.88 -2.20 -0.27
H 2.27 -0.94 -0.63
H -0.99 -0.78 -0.12
H -1.89 1.00 -1.66
H -1.17 2.63 -1.74
H -0.76 1.46 -2.97
H 0.04 -2.13 3.34
H 0.55 -2.71 1.87
H -0.97 -1.84 1.84
*
```

Atomic partial charges in e from the natural (NBO) method, atoms 1 to 2:
1. C -0.409
2. C 0.001


Molecular formula: C32H36BCl2N12SSiSn
Method: DFT, the ωB97M-V functional and the def2-TZVPD basis

Highest occupied orbital energy (alpha / beta): -7.04 / -7.46 eV
Molecular weight: 849.306 g/mol
LUMO level (alpha / beta): 0.6 / -1.7 eV
Energy relative to the best compared isomer or geometry (same formula, charge and spin): 61.83 kJ/mol
Electronic energy: -3745.48079 a.u.

Geometry as ORCA input:
```
! wB97M-V def2-TZVPD RIJCOSX def2/J DEFGRID3
* xyz 0 2
Sn -0.24 0.07 0.41
C -0.99 3.94 2.85
C -0.94 2.56 2.65
N -0.39 2.29 1.47
N -0.08 3.45 0.89
C -0.44 4.47 1.70
B 0.42 3.53 -0.58
N -0.72 3.00 -1.46
C -1.53 3.63 -2.34
C -2.55 2.77 -2.69
C -2.29 1.60 -1.96
N -1.18 1.75 -1.23
N 1.66 2.63 -0.77
C 2.81 2.93 -1.40
C 3.63 1.81 -1.36
C 2.87 0.85 -0.68
N 1.69 1.36 -0.35
N 0.85 4.97 -0.86
C 1.82 5.60 -0.15
C 2.02 6.83 -0.71
C 1.12 6.87 -1.79
N 0.43 5.75 -1.87
H -1.36 4.48 3.70
H -1.28 1.76 3.28
H -0.30 5.50 1.41
H -1.30 4.63 -2.64
H -3.36 2.95 -3.36
H -2.85 0.68 -1.90
H 2.99 3.90 -1.83
H 4.62 1.71 -1.77
H 3.12 -0.16 -0.42
H 2.29 5.12 0.69
H 2.71 7.60 -0.40
H 0.96 7.66 -2.51
Cl -1.27 -1.83 2.84
C -2.99 -2.05 2.72
C -3.56 -3.06 3.47
C -4.92 -3.29 3.42
C -5.71 -2.51 2.59
C -5.14 -1.51 1.83
Cl -6.14 -0.60 0.77
C -3.76 -1.22 1.88
S -3.14 0.12 0.97
H -2.92 -3.67 4.10
H -5.37 -4.08 4.01
H -6.78 -2.68 2.53
C 2.15 1.43 3.53
C 2.41 0.01 3.10
C 3.36 -0.77 3.72
C 3.56 -2.07 3.24
C 2.87 -2.51 2.14
C 1.96 -1.63 1.49
N 1.72 -0.44 2.05
N 1.30 -1.89 0.36
Si 1.88 -2.75 -1.02
C 1.16 -4.50 -1.09
C 1.32 -1.79 -2.56
C 3.77 -2.89 -1.11
H 3.00 1.83 4.08
H 1.27 1.47 4.18
H 1.95 2.04 2.66
H 3.94 -0.38 4.55
H 4.27 -2.73 3.74
H 2.98 -3.51 1.75
H 0.07 -4.48 -1.03
H 1.54 -5.12 -0.27
H 1.43 -4.99 -2.03
H 0.46 -2.27 -3.03
H 2.12 -1.73 -3.29
H 1.03 -0.77 -2.29
H 4.19 -3.36 -0.22
H 4.25 -1.91 -1.20
H 4.08 -3.49 -1.97
N -2.61 -4.81 -3.97
C -2.26 -3.81 -3.11
C -1.95 -2.52 -3.57
C -1.51 -1.58 -2.67
N -1.37 -1.81 -1.36
C -1.67 -3.03 -0.92
C -2.11 -4.05 -1.74
H -2.94 -4.55 -4.89
H -2.99 -5.65 -3.59
H -2.04 -2.28 -4.62
H -1.25 -0.58 -3.00
H -1.52 -3.20 0.14
H -2.33 -5.02 -1.32
*
```

Atomic partial charges in e from the Löwdin method, atoms 1 to 2:
1. Sn 1.245
2. C -0.037


Molecular formula: C4H10NOS
Method: DFT, the ωB97M-V functional and the def2-TZVPD basis

Highest occupied orbital energy: -13.03 eV
Molecular weight: 120.197 g/mol
LUMO level: -3.8 eV
SMILES string: [NH3+][C@@H](C=O)CCS
Energy relative to the best compared isomer or geometry (same formula, charge and spin): 147.53 kJ/mol
Electronic energy: -686.31480 a.u.

Geometry as ORCA input:
```
! wB97M-V def2-TZVPD RIJCOSX def2/J DEFGRID3
* xyz 1 1
O 2.04 -0.66 1.47
C 1.06 -0.94 0.85
C 0.56 -0.01 -0.24
C -0.71 0.72 0.15
C -1.88 -0.30 0.41
S -1.94 -1.74 -0.74
N 1.68 0.97 -0.47
H 0.48 -1.86 1.03
H 0.50 -0.60 -1.16
H -1.05 1.45 -0.58
H -0.55 1.17 1.13
H -1.55 -0.76 1.34
H -2.87 0.12 0.42
H -1.80 -1.06 -1.92
H 2.55 0.45 -0.66
H 1.59 1.48 -1.35
H 1.88 1.58 0.32
*
```

Atomic partial charges in e from the natural (NBO) method, atoms 1 to 2:
1. O -0.489
2. C 0.413


- The highest molecular weight belongs to which entry?
  C32H36BCl2N12SSiSn